# 1
{"formula": "C5H10NO", "method": "ωB97M-V/def2-TZVPD", "e_homo_ha": -0.0697, "homo_lumo_gap_ev": 6.0, "total_charge": -1, "e_tot_ha": -326.37523, "elements": ["C", "C", "C", "C", "C", "N", "O", "H", "H", "H", "H", "H", "H", "H", "H", "H", "H"], "coordinates": [[-2.18674, -1.72472, 0.27606], [-0.54492, 0.54360, 0.15720], [-0.68928, 2.01456, 0.07185], [1.54173, -0.69555, -0.52489], [0.70717, -0.11974, 0.63462], [-1.72723, -0.28735, 0.04126], [-2.76670, 0.41348, -0.33418], [-1.35148, -2.42304, 0.16475], [-3.01069, -1.88979, -0.39750], [-0.18649, 2.42770, -0.81272], [-0.27459, 2.51584, 0.95796], [-1.75380, 2.23635, -0.00471], [2.32685, -1.36093, -0.16043], [1.99813, 0.10202, -1.11189], [0.88057, -1.25914, -1.17732], [1.32147, 0.58955, 1.20476], [0.44697, -0.94545, 1.30358]]}

***

# 2
{"formula": "C3H4F2O", "method": "ωB97M-V/def2-TZVPD", "e_homo_ha": -0.3985, "homo_lumo_gap_ev": 11.7, "total_charge": 0, "smiles": "C=CC(O)(F)F", "e_tot_ha": -391.63998, "elements": ["C", "C", "C", "O", "F", "F", "H", "H", "H", "H"], "coordinates": [[1.03901, 0.00688, -1.21113], [-0.17723, 0.24609, -0.72786], [-0.56475, -0.15464, 0.62165], [-0.55440, 0.89705, 1.62277], [0.20734, -1.08691, 1.06617], [-1.86017, -0.73226, 0.76027], [1.20261, -0.00424, -2.33805], [1.88929, -0.19088, -0.60914], [-0.95457, 0.51626, -1.55229], [-0.22713, 0.50266, 2.36761]]}

***

# 3
{"formula": "C6H6O2S", "method": "ωB97M-V/def2-TZVPD", "e_homo_ha": -0.3403, "homo_lumo_gap_ev": 8.6, "total_charge": 0, "e_tot_ha": -780.72151, "elements": ["C", "C", "C", "C", "C", "C", "O", "O", "S", "H", "H", "H", "H", "H", "H"], "coordinates": [[1.32089, 2.39770, 0.36175], [0.48359, 1.66229, -0.08229], [-1.07698, 0.88455, -2.01923], [-0.13221, 0.71241, -0.84491], [0.09138, -0.75718, -0.69524], [-0.68388, -1.45021, 0.56839], [-0.12233, -0.32907, -4.10956], [-0.26188, -1.36963, -1.84485], [-1.07109, -0.61602, -3.03651], [2.12807, 3.01074, 0.68631], [-1.58948, 1.69631, -2.36083], [1.24210, -0.88653, -0.45055], [-0.38489, -0.99675, 1.56828], [-0.46620, -2.51126, 0.68785], [-1.84004, -1.40246, 0.38414]]}

***

# 4
{"formula": "C25H28CoN7O4S2", "method": "ωB97M-V/def2-TZVPD", "e_homo_ha": -0.2788, "homo_lumo_gap_ev": 7.3, "total_charge": 0, "e_tot_ha": -3832.93481, "elements": ["Co", "N", "C", "C", "C", "N", "H", "H", "H", "H", "H", "H", "H", "H", "H", "H", "C", "C", "C", "C", "C", "C", "C", "S", "O", "O", "N", "C", "C", "O", "O", "H", "H", "H", "H", "H", "H", "H", "H", "H", "S", "C", "N", "N", "C", "C", "C", "C", "C", "C", "N", "C", "C", "C", "C", "N", "C", "C", "H", "H", "H", "H", "H", "H", "H", "H", "H"], "coordinates": [[-0.88383, 1.44359, -0.17927], [-2.11716, 1.50666, 1.30786], [-1.77688, 2.36354, 2.46172], [-0.43985, 1.99481, 3.07977], [0.73820, 2.35785, 2.19405], [0.76259, 1.52334, 0.97389], [-2.97907, 1.86248, 0.89809], [-2.43878, 0.57511, 1.66671], [-2.56958, 2.26985, 3.20680], [-1.75163, 3.40110, 2.12184], [-0.42035, 0.92602, 3.31704], [-0.33811, 2.51718, 4.03216], [1.67914, 2.24822, 2.73761], [0.65592, 3.39583, 1.86927], [0.99533, 0.56422, 1.21926], [1.51234, 1.84181, 0.36469], [5.24578, 5.61700, 0.48093], [3.96887, 5.00812, -0.02584], [2.73626, 5.58173, 0.28023], [1.55594, 5.04291, -0.20401], [1.60864, 3.91133, -1.00431], [2.82385, 3.32262, -1.33002], [3.99460, 3.87316, -0.83355], [0.12372, 3.24268, -1.68325], [0.35022, 1.76280, -1.74520], [-0.15867, 3.89955, -2.91885], [-0.96727, 3.36787, -0.52347], [-2.32097, 3.68401, -1.01663], [-2.99979, 2.43204, -1.57999], [-4.02462, 2.50253, -2.20974], [-2.36925, 1.31570, -1.28867], [5.08815, 6.14229, 1.42189], [5.63256, 6.33958, -0.24047], [6.01342, 4.85907, 0.63158], [2.70056, 6.46226, 0.91007], [0.59871, 5.48264, 0.04360], [2.84815, 2.44235, -1.95994], [4.94453, 3.41454, -1.07946], [-2.30277, 4.44827, -1.79195], [-2.91098, 4.07649, -0.18607], [-3.51761, -1.25870, 2.17143], [-3.18616, -2.22409, 0.84795], [-2.91764, -2.90848, -0.05181], [-1.10860, -5.39693, -1.55140], [-0.85292, -6.73310, -1.33200], [-1.29591, -7.89227, -1.96195], [-0.81725, -9.08680, -1.46396], [0.07044, -9.12871, -0.37498], [0.49857, -7.97605, 0.24864], [0.02219, -6.75784, -0.23699], [0.26787, -5.47015, 0.20712], [-0.41995, -4.70466, -0.59297], [-0.48019, -3.24514, -0.49221], [-0.70959, -2.43819, -1.59710], [-0.82923, -1.07619, -1.42553], [-0.74328, -0.50613, -0.22010], [-0.51984, -1.28339, 0.84872], [-0.35436, -2.64402, 0.75356], [-1.81040, -5.01150, -2.15964], [-1.98145, -7.86333, -2.79849], [-1.13367, -10.01503, -1.92117], [0.41788, -10.08976, -0.01952], [1.17517, -8.00182, 1.09211], [-0.81194, -2.84905, -2.59154], [-1.04106, -0.41303, -2.25160], [-0.51818, -0.80315, 1.81648], [-0.21082, -3.24562, 1.63861]]}

***

These records have LUMO level values of 4.11, 0.90, -0.64, -0.28 eV, in the order they appear.
These records have ΔE to the lowest compared entry with this formula, charge and spin values of 69.1, 20.6, 97.9, 17.6 kcal per mole, in the order they appear.